Record 1
Molecular formula: C3H8FN2
Method: DFT, the ωB97M-V functional and the def2-TZVPD basis

The geometry in XYZ format:
```
14
Properties=species:S:1:pos:R:3:lowdin_charge:R:1
C -0.83942 1.09477 -0.21116 -0.089
C -1.42302 -0.27732 -0.52636 -0.106
C 0.57516 -0.71341 0.52419 -0.134
N 1.62963 -1.16434 -0.19355 0.094
N 0.43077 0.80930 0.52882 0.074
F -2.43840 -0.65495 0.24387 0.038
H -0.62534 1.66116 -1.11701 0.131
H -1.52552 1.66531 0.41676 0.139
H -1.49143 -0.66642 -1.52985 0.121
H 0.38901 -1.17699 1.47965 0.138
H 1.73404 -0.86696 -1.15348 0.116
H 1.92402 -2.11589 -0.03264 0.121
H 1.25937 1.22725 0.08404 0.177
H 0.40113 1.17848 1.48672 0.180
```

Results
M, g mol⁻¹: 91.11
Charge: +1
Frontier orbital gap (alpha / beta), hartree: 0.3136 / 0.3136
Energy, hartree: -328.125775
Energy relative to the best compared isomer or geometry (same formula, charge and spin), kcal per mole: 82.5



Record 2
Molecular formula: C3H8FN2
Method: DFT, the ωB97M-V functional and the def2-TZVPD basis

The geometry in XYZ format:
```
14
Properties=species:S:1:pos:R:3:lowdin_charge:R:1
C 0.26242 0.17051 -0.01609 -0.204
C -0.62894 -1.16597 1.89256 -0.034
C -0.23721 1.13286 -2.46039 0.054
N -0.63983 -0.51028 0.55624 -0.007
N 1.42409 0.63583 0.31219 0.136
F -0.95057 0.22257 -2.95831 0.095
H -1.47118 -1.93787 1.98874 0.119
H 0.31235 -1.75562 2.06983 0.102
H -0.75836 -0.43769 2.71616 0.096
H 0.86390 0.94624 -2.57621 0.100
H -0.69154 2.11526 -2.42219 0.102
H -1.46345 -0.65150 -0.02902 0.152
H 2.19657 0.92771 -0.32334 0.143
H 1.78173 0.30796 1.24983 0.146
```

Results
M, g mol⁻¹: 91.11
Charge: +1
Frontier orbital gap (alpha / beta), hartree: 0.3387 / 0.2910
Energy, hartree: -328.097937
Energy relative to the best compared isomer or geometry (same formula, charge and spin), kcal per mole: 100.0



Record 3
Molecular formula: C3H8FP
Method: DFT, the ωB97M-V functional and the def2-TZVPD basis

The geometry in XYZ format:
```
13
Properties=species:S:1:pos:R:3:lowdin_charge:R:1
C 0.60070 1.85697 0.08982 0.021
C -0.66271 -0.85177 1.28252 -0.124
C -0.16496 -0.82674 -0.10870 -0.645
F 0.90891 -1.61078 -0.16560 -0.050
P -0.64238 -0.25398 -1.80690 0.788
H 1.66343 1.81174 0.18463 -0.006
H 0.23851 2.06678 -0.87705 -0.074
H -0.06993 2.20996 0.88861 0.012
H -0.87682 -1.94259 1.52590 0.093
H -1.57161 -0.36229 1.41066 0.043
H 0.15505 -0.70361 2.07748 0.110
H -0.26759 -1.61349 -2.25600 -0.085
H 0.68940 0.21979 -2.24538 -0.083
```

Results
M, g mol⁻¹: 94.07
Frontier orbital gap (alpha / beta), hartree: 0.3363 / 0.2891
Energy, hartree: -560.139340
Energy relative to the best compared isomer or geometry (same formula, charge and spin), kcal per mole: 121.6



Question: energy of number 1 (C3H8FN2)?
Answer: -328.125775 hartree